(1)
Molecular formula: C2H9NO3
Method: DFT, ωB97M-V with the def2-TZVPD basis set

SMILES string: NCC=O.O.O
Energy relative to the best compared isomer or geometry (same formula, charge and spin) in eV: 1.9089
E in eV: -9851.7376

Positions of all 15 atoms, in Å:
N (-1.082, 0.415, -0.399)
C (0.132, -0.177, -0.910)
C (1.142, 0.973, -0.918)
O (2.137, 1.024, -0.259)
H (-1.593, 0.946, -1.090)
H (-1.682, -0.317, -0.073)
H (0.095, -0.577, -1.935)
H (0.452, -0.942, -0.200)
H (0.758, 1.778, -1.582)
O (3.385, -2.337, 0.698)
H (3.695, -1.452, 0.466)
H (3.536, -2.853, -0.104)
O (-4.047, 1.068, 2.020)
H (-3.592, 1.127, 2.869)
H (-3.336, 1.324, 1.419)


(2)
Molecular formula: C26H29ClN3PRhS2
Method: DFT, ωB97M-V with the def2-TZVPD basis set

Charge: +3
2S+1: 5
E in eV: -78366.8516

Positions of all 63 atoms, in Å:
Rh (0.170, 0.031, -0.651)
Cl (-1.831, 2.311, -5.412)
C (-2.251, 1.580, -3.924)
C (-3.567, 1.535, -3.475)
C (-3.839, 0.914, -2.269)
C (-2.800, 0.372, -1.533)
N (-1.534, 0.429, -1.965)
C (-1.262, 1.007, -3.139)
H (-4.359, 1.969, -4.072)
H (-4.853, 0.846, -1.900)
H (-2.981, -0.130, -0.592)
H (-0.237, 0.994, -3.490)
C (1.690, -2.813, -2.504)
S (1.940, -1.103, -2.009)
C (3.228, -1.311, -0.757)
H (2.629, -3.182, -2.913)
H (0.926, -2.832, -3.279)
H (1.384, -3.416, -1.653)
H (2.880, -1.977, 0.031)
H (3.471, -0.332, -0.346)
H (4.111, -1.734, -1.234)
N (4.172, 6.041, 0.351)
C (3.622, 5.589, -0.745)
S (3.778, 6.383, -2.217)
C (2.799, 4.351, -0.699)
C (2.010, 4.042, 0.405)
C (1.263, 2.876, 0.391)
N (1.259, 2.024, -0.639)
C (2.003, 2.331, -1.711)
C (2.786, 3.470, -1.780)
H (4.710, 6.901, 0.351)
H (4.125, 5.533, 1.225)
H (1.928, 4.709, 1.254)
H (0.638, 2.622, 1.237)
H (1.980, 1.645, -2.547)
H (3.385, 3.649, -2.664)
C (0.758, -0.439, 2.937)
P (-0.254, -0.903, 1.493)
C (-1.958, -0.749, 2.099)
C (-2.601, -1.835, 2.692)
C (-3.849, -1.658, 3.268)
C (-4.460, -0.410, 3.249)
C (-3.823, 0.671, 2.652)
C (-2.576, 0.503, 2.072)
C (-0.001, -2.669, 1.206)
C (0.839, -3.464, 1.984)
C (0.906, -4.830, 1.745)
C (0.137, -5.402, 0.741)
C (-0.700, -4.613, -0.040)
C (-0.760, -3.247, 0.181)
H (0.443, -1.045, 3.786)
H (0.587, 0.608, 3.186)
H (1.821, -0.584, 2.742)
H (-2.138, -2.813, 2.705)
H (-4.348, -2.496, 3.736)
H (-5.435, -0.283, 3.699)
H (-4.301, 1.641, 2.649)
H (-2.079, 1.345, 1.599)
H (1.430, -3.036, 2.784)
H (1.541, -5.450, 2.363)
H (0.185, -6.469, 0.570)
H (-1.312, -5.070, -0.807)
H (-1.420, -2.626, -0.420)


(3)
Molecular formula: C9H13NO2
Method: DFT, ωB97M-V with the def2-TZVPD basis set

Charge: +1
2S+1: 2
Energy relative to the best compared isomer or geometry (same formula, charge and spin) in eV: 2.1778
E in eV: -15119.8972

Positions of all 25 atoms, in Å:
C (-3.120, 0.484, 1.321)
C (-1.965, 0.720, -0.981)
C (-2.064, 0.941, 0.371)
C (-0.933, 1.323, -1.789)
C (-1.162, 1.840, 0.942)
C (-0.013, 2.211, -1.126)
C (-0.080, 2.423, 0.275)
O (0.842, 2.922, -1.788)
H (-2.695, 0.010, -1.425)
H (-0.613, 1.007, -2.737)
H (-4.065, 0.218, 0.796)
H (-3.351, 1.291, 2.017)
H (-1.331, 2.109, 1.976)
H (0.535, 3.102, 0.900)
H (1.709, 3.158, -1.396)
H (-2.852, -0.409, 1.817)
C (1.534, -3.132, 0.782)
C (2.543, -2.134, 0.217)
O (2.874, -0.991, 0.693)
N (3.292, -2.515, -0.880)
H (0.534, -2.498, 0.576)
H (1.801, -3.077, 1.828)
H (3.991, -1.878, -1.043)
H (2.949, -3.074, -1.688)
H (1.641, -4.048, 0.344)


(4)
Molecular formula: C38H58Cl3GeIrN4Si2
Method: DFT, ωB97M-V with the def2-TZVPD basis set

Charge: -1
2S+1: 2
Energy relative to the best compared isomer or geometry (same formula, charge and spin) in eV: 0.0000
E in eV: -158995.0296

Positions of all 107 atoms, in Å:
Ir (-0.245, -0.286, -0.745)
C (2.285, 1.514, -4.325)
Si (2.080, 1.361, -2.456)
C (3.750, 1.707, -1.667)
C (1.038, 2.796, -1.851)
N (1.380, -0.158, -1.952)
C (1.922, -1.386, -2.334)
C (3.005, -1.536, -3.198)
C (3.492, -2.797, -3.523)
C (2.897, -3.920, -2.977)
C (1.837, -3.784, -2.090)
C (1.344, -2.529, -1.736)
N (0.326, -2.271, -0.823)
Si (-0.567, -3.349, 0.206)
C (-2.396, -3.284, -0.200)
C (-0.425, -2.801, 1.997)
C (-0.018, -5.149, 0.183)
H (2.245, 2.571, -4.601)
H (1.486, 0.991, -4.849)
H (3.237, 1.118, -4.679)
H (4.050, 2.730, -1.917)
H (4.548, 1.035, -1.980)
H (3.656, 1.643, -0.583)
H (1.197, 3.653, -2.509)
H (1.341, 3.083, -0.842)
H (-0.024, 2.582, -1.831)
H (3.472, -0.664, -3.632)
H (4.323, -2.893, -4.211)
H (3.249, -4.910, -3.242)
H (1.379, -4.670, -1.683)
H (-2.765, -2.257, -0.190)
H (-2.976, -3.849, 0.535)
H (-2.610, -3.691, -1.188)
H (-0.733, -1.762, 2.108)
H (0.596, -2.884, 2.377)
H (-1.077, -3.415, 2.626)
H (-0.277, -5.650, -0.751)
H (-0.543, -5.657, 0.997)
H (1.053, -5.263, 0.352)
C (-0.110, 1.828, 4.745)
C (-0.205, 0.509, 3.973)
C (-0.901, -0.544, 4.843)
C (1.166, 0.029, 3.513)
C (2.034, -0.280, 4.554)
C (3.268, -0.854, 4.331)
C (3.604, -1.172, 3.035)
C (2.780, -0.879, 1.949)
C (3.303, -1.351, 0.614)
C (3.345, -2.882, 0.600)
C (4.718, -0.836, 0.322)
C (1.563, -0.204, 2.165)
N (0.705, 0.300, 1.102)
C (0.320, 1.562, 1.327)
C (-0.799, 2.094, 0.681)
N (-1.531, 1.348, -0.167)
C (-2.797, 1.993, -0.468)
C (-3.071, 2.644, -1.685)
C (-4.191, 3.473, -1.766)
C (-5.076, 3.632, -0.724)
C (-4.870, 2.889, 0.418)
C (-3.759, 2.065, 0.570)
C (-3.784, 1.260, 1.868)
C (-3.178, 2.050, 3.029)
C (-3.270, -0.173, 1.777)
C (-2.251, 2.568, -2.959)
C (-1.623, 3.925, -3.306)
C (-3.142, 2.133, -4.128)
H (-1.095, 2.148, 5.086)
H (0.311, 2.627, 4.131)
H (0.527, 1.719, 5.624)
H (-0.834, 0.664, 3.102)
H (-0.363, -0.708, 5.778)
H (-0.974, -1.499, 4.324)
H (-1.911, -0.210, 5.093)
H (1.719, -0.082, 5.570)
H (3.938, -1.075, 5.152)
H (4.549, -1.661, 2.840)
H (2.631, -0.998, -0.160)
H (3.945, -3.252, 1.435)
H (3.789, -3.239, -0.331)
H (2.345, -3.307, 0.684)
H (5.462, -1.400, 0.890)
H (4.837, 0.216, 0.572)
H (4.940, -0.970, -0.737)
H (0.862, 2.174, 2.041)
H (-1.086, 3.123, 0.881)
H (-4.364, 4.013, -2.687)
H (-5.928, 4.295, -0.812)
H (-5.584, 2.942, 1.233)
H (-4.850, 1.172, 2.100)
H (-2.101, 2.148, 2.936)
H (-3.397, 1.558, 3.980)
H (-3.601, 3.057, 3.063)
H (-2.220, -0.224, 1.502)
H (-3.832, -0.734, 1.030)
H (-3.392, -0.674, 2.741)
H (-1.457, 1.833, -2.830)
H (-2.380, 4.598, -3.715)
H (-0.847, 3.793, -4.064)
H (-1.178, 4.410, -2.437)
H (-3.925, 2.871, -4.307)
H (-3.619, 1.175, -3.936)
H (-2.552, 2.038, -5.038)
Cl (-0.960, -0.081, -4.660)
Ge (-1.427, -1.132, -2.756)
Cl (-1.105, -3.159, -3.542)
Cl (-3.653, -1.263, -2.808)


(5)
Molecular formula: CH4F2NO5PS
Method: DFT, ωB97M-V with the def2-TZVPD basis set

SMILES string: O=P(O)(O)CN(F)S(=O)(=O)F
E in eV: -38388.0077

Positions of all 15 atoms, in Å:
O (1.761, -1.073, 1.228)
P (1.373, -0.087, 0.200)
O (2.559, 0.943, -0.040)
O (0.986, -0.805, -1.162)
C (-0.087, 0.885, 0.740)
N (-1.275, 0.860, -0.095)
F (-0.977, 1.398, -1.338)
S (-2.087, -0.630, -0.219)
O (-3.447, -0.408, 0.107)
O (-1.361, -1.625, 0.479)
F (-1.991, -0.834, -1.735)
H (3.317, 0.523, 0.385)
H (1.334, -1.701, -1.070)
H (-0.322, 0.623, 1.762)
H (0.218, 1.931, 0.758)


(6)
Molecular formula: C3H6N3P
Method: DFT, ωB97M-V with the def2-TZVPD basis set

Energy relative to the best compared isomer or geometry (same formula, charge and spin) in eV: 3.3307
E in eV: -16964.0275

Positions of all 13 atoms, in Å:
C (1.444, 1.590, 0.688)
C (1.610, 0.492, -1.083)
C (0.903, 0.285, 0.897)
N (1.851, 1.688, -0.535)
N (1.032, -0.403, -0.232)
N (0.452, -0.239, 2.152)
P (-0.789, -1.848, -2.101)
H (1.436, 2.411, 1.424)
H (2.083, 0.254, -2.079)
H (0.008, 0.274, 2.863)
H (0.018, -1.120, 2.179)
H (-0.399, -1.384, -3.396)
H (-1.782, -0.853, -2.014)


(7)
Molecular formula: C39H49Cl4CsN4O4Si
Method: DFT, ωB97M-V with the def2-TZVPD basis set

Charge: -2
Energy relative to the best compared isomer or geometry (same formula, charge and spin) in eV: 0.9782
E in eV: -113906.0914

Positions of all 102 atoms, in Å:
Cs (-0.251, -0.953, -0.218)
C (-0.982, 8.161, -0.860)
C (-1.261, 6.678, -0.795)
C (-1.734, 5.986, -1.894)
C (-1.996, 4.587, -1.871)
C (-2.600, 4.016, -2.985)
N (-3.170, 2.753, -3.123)
C (-3.944, 2.187, -2.027)
C (-4.645, 0.904, -2.441)
C (-3.680, -0.284, -2.502)
N (-4.353, -1.573, -2.655)
C (-5.205, -1.995, -1.632)
C (-5.001, -1.969, -0.247)
C (-6.149, -2.148, 0.578)
C (-6.127, -2.053, 1.953)
C (-7.376, -2.256, 2.776)
C (-4.906, -1.781, 2.575)
C (-3.734, -1.674, 1.829)
C (-2.430, -1.558, 2.516)
N (-1.945, -0.696, 3.309)
C (-2.598, 0.546, 3.715)
C (-3.428, 1.357, 2.713)
C (-2.570, 2.135, 1.710)
N (-1.622, 2.983, 2.385)
C (-1.102, 4.001, 1.814)
C (-1.269, 4.595, 0.496)
C (-1.073, 5.983, 0.396)
C (-1.528, 3.828, -0.693)
O (-1.275, 2.596, -0.778)
C (-3.709, -1.821, 0.417)
O (-2.592, -1.824, -0.218)
H (-1.269, 8.572, -1.830)
H (-1.535, 8.707, -0.090)
H (0.081, 8.369, -0.708)
H (-1.952, 6.524, -2.814)
H (-2.707, 4.639, -3.869)
H (-3.649, 2.660, -4.004)
H (-3.254, 1.968, -1.215)
H (-4.676, 2.920, -1.652)
H (-5.413, 0.668, -1.702)
H (-5.150, 1.037, -3.410)
H (-2.966, -0.162, -3.320)
H (-3.118, -0.328, -1.572)
H (-4.815, -1.636, -3.548)
H (-6.173, -2.352, -1.975)
H (-7.099, -2.327, 0.078)
H (-8.257, -2.294, 2.133)
H (-7.330, -3.197, 3.334)
H (-7.507, -1.449, 3.501)
H (-4.856, -1.685, 3.656)
H (-1.763, -2.411, 2.330)
H (-3.212, 0.315, 4.594)
H (-1.793, 1.201, 4.049)
H (-4.113, 0.717, 2.160)
H (-4.028, 2.070, 3.288)
H (-2.032, 1.432, 1.064)
H (-3.235, 2.707, 1.048)
H (-0.468, 4.591, 2.487)
H (-0.760, 6.530, 1.283)
Cl (3.103, -3.332, 2.628)
C (3.099, -2.979, 0.938)
C (3.450, -3.945, 0.001)
Cl (3.952, -5.510, 0.546)
C (3.407, -3.658, -1.356)
Cl (3.803, -4.873, -2.524)
C (3.043, -2.376, -1.876)
O (3.029, -2.087, -3.095)
C (2.702, -1.405, -0.871)
O (2.304, -0.166, -1.267)
C (2.716, -1.712, 0.474)
Cl (2.196, -0.516, 1.604)
C (2.757, 2.528, -1.010)
Si (3.026, 1.047, -2.157)
C (2.037, 1.401, -3.758)
C (2.122, 0.297, -4.819)
C (2.549, 2.717, -4.365)
C (0.557, 1.591, -3.378)
C (4.940, 0.856, -2.312)
C (5.374, 0.093, -3.572)
C (5.472, 0.111, -1.076)
C (5.584, 2.250, -2.332)
H (3.065, 3.464, -1.481)
H (3.324, 2.412, -0.082)
H (1.703, 2.623, -0.735)
H (3.122, 0.228, -5.254)
H (1.411, 0.512, -5.627)
H (1.890, -0.677, -4.393)
H (3.622, 2.674, -4.578)
H (2.362, 3.557, -3.691)
H (2.030, 2.920, -5.307)
H (0.088, 0.635, -3.139)
H (0.012, 2.020, -4.226)
H (0.405, 2.256, -2.527)
H (4.840, -0.855, -3.658)
H (6.451, -0.111, -3.531)
H (5.181, 0.684, -4.472)
H (5.215, -0.947, -1.114)
H (5.068, 0.521, -0.145)
H (6.565, 0.192, -1.040)
H (5.173, 2.876, -3.128)
H (6.663, 2.155, -2.502)
H (5.431, 2.767, -1.383)


(8)
Molecular formula: C17H32O17S4
Method: DFT, ωB97M-V with the def2-TZVPD basis set

E in eV: -96283.6968

Positions of all 70 atoms, in Å:
C (0.661, -0.591, 4.880)
C (-0.075, -0.280, 3.446)
C (0.944, 0.103, 2.219)
S (0.032, -0.449, 0.679)
C (-1.664, 0.430, 0.736)
O (0.686, -0.016, -0.655)
O (-0.281, -1.965, 0.639)
O (0.820, 1.591, 2.123)
C (1.900, 2.132, 2.991)
O (1.881, 3.331, 3.595)
O (2.941, 1.057, 3.030)
C (2.536, -0.237, 2.410)
C (3.528, -0.335, 1.110)
C (3.503, -1.770, 0.319)
C (3.426, -3.096, 1.279)
C (2.799, -4.316, 0.322)
C (4.926, -3.668, 1.745)
H (0.791, -1.754, 5.033)
H (1.665, 0.011, 5.052)
H (-0.070, -0.226, 5.748)
H (-0.800, 0.649, 3.610)
H (-0.760, -1.176, 3.088)
H (-2.231, 0.247, 1.753)
H (-1.427, 1.575, 0.667)
H (-2.351, 0.033, -0.124)
H (2.888, -1.010, 3.215)
H (3.150, 0.486, 0.332)
H (4.617, 0.028, 1.424)
H (2.648, -1.863, -0.493)
H (4.530, -1.853, -0.281)
H (2.699, -3.013, 2.192)
H (1.689, -4.034, 0.081)
H (3.463, -4.278, -0.670)
H (2.910, -5.371, 0.869)
H (5.691, -3.463, 0.882)
H (4.799, -4.851, 1.837)
H (5.256, -3.265, 2.799)
C (0.288, -3.498, -4.210)
C (-0.084, -2.276, -5.045)
O (-0.905, -1.478, -4.195)
S (-0.419, -1.678, -2.650)
O (0.459, -0.581, -2.308)
O (-1.567, -2.045, -1.854)
O (0.496, -3.006, -2.887)
H (-0.535, -4.220, -4.179)
H (1.191, -3.991, -4.580)
H (-0.621, -2.544, -5.958)
H (0.804, -1.690, -5.304)
C (-0.485, 6.042, 2.110)
C (-0.699, 5.933, 0.603)
O (-1.474, 4.750, 0.420)
S (-2.452, 4.553, 1.711)
O (-3.755, 5.082, 1.374)
O (-2.254, 3.221, 2.235)
O (-1.712, 5.616, 2.701)
H (0.307, 5.365, 2.446)
H (-0.247, 7.062, 2.421)
H (0.243, 5.866, 0.052)
H (-1.281, 6.780, 0.225)
C (-4.303, 1.372, -2.943)
C (-4.578, -0.128, -3.017)
O (-5.642, -0.267, -3.955)
S (-5.513, 0.908, -5.080)
O (-4.841, 0.355, -6.235)
O (-6.777, 1.602, -5.162)
O (-4.454, 1.852, -4.278)
H (-5.042, 1.877, -2.314)
H (-3.299, 1.590, -2.570)
H (-4.861, -0.547, -2.048)
H (-3.710, -0.669, -3.407)


(9)
Molecular formula: C7H10O3
Method: DFT, ωB97M-V with the def2-TZVPD basis set

SMILES string: C=C1C[C@@]1(O)OO.C#CC
Energy relative to the best compared isomer or geometry (same formula, charge and spin) in eV: 6.5949
E in eV: -13556.7214

Positions of all 20 atoms, in Å:
C (0.050, -1.177, -1.784)
C (-0.882, -0.890, -0.909)
C (-2.268, -1.116, -0.460)
C (-1.418, -0.035, 0.165)
O (-1.697, 1.289, -0.079)
O (-1.098, -0.315, 1.515)
O (-0.323, 0.715, 2.097)
H (1.002, -0.666, -1.785)
H (-0.099, -1.949, -2.521)
H (-2.480, -1.977, 0.154)
H (-3.079, -0.808, -1.101)
H (-0.852, 1.766, -0.127)
H (-0.969, 1.260, 2.567)
C (1.415, 1.925, -0.461)
C (1.840, 0.954, 0.094)
C (2.346, -0.217, 0.770)
H (1.087, 2.788, -0.965)
H (1.517, -0.777, 1.210)
H (2.877, -0.858, 0.065)
H (3.031, 0.086, 1.557)


(10)
Molecular formula: C18H31Tc
Method: DFT, ωB97M-V with the def2-TZVPD basis set

Charge: +1
2S+1: 2
E in eV: -21358.3913

Positions of all 50 atoms, in Å:
Tc (1.372, 0.415, -1.021)
C (-0.725, -0.111, -1.114)
C (-0.676, 0.739, 0.070)
C (0.215, 0.132, 0.985)
C (0.701, -1.078, 0.346)
C (0.059, -1.281, -0.916)
C (0.069, -2.530, -1.768)
C (-1.137, -3.366, -1.311)
C (1.356, -3.323, -1.541)
C (-0.083, -2.192, -3.251)
C (0.742, 0.492, 2.379)
C (2.033, -0.292, 2.673)
C (1.092, 1.970, 2.568)
C (-0.318, 0.047, 3.399)
C (-1.428, 2.075, 0.060)
C (-2.217, 2.293, 1.355)
C (-0.441, 3.218, -0.218)
C (-2.459, 2.090, -1.081)
H (-1.340, 0.080, -1.976)
H (1.388, -1.776, 0.792)
H (-1.070, -3.615, -0.250)
H (-1.171, -4.299, -1.875)
H (-2.074, -2.833, -1.480)
H (1.443, -3.671, -0.510)
H (2.242, -2.732, -1.782)
H (1.361, -4.205, -2.182)
H (-1.014, -1.660, -3.451)
H (-0.104, -3.113, -3.833)
H (0.746, -1.581, -3.611)
H (2.801, -0.132, 1.910)
H (1.857, -1.364, 2.769)
H (2.444, 0.050, 3.622)
H (1.862, 2.292, 1.860)
H (1.501, 2.106, 3.570)
H (0.243, 2.638, 2.475)
H (-0.529, -1.019, 3.299)
H (-1.254, 0.589, 3.283)
H (0.056, 0.223, 4.409)
H (-1.592, 2.388, 2.236)
H (-2.914, 1.470, 1.522)
H (-2.801, 3.209, 1.266)
H (0.303, 3.343, 0.564)
H (-0.980, 4.161, -0.324)
H (0.077, 3.050, -1.173)
H (-3.169, 1.266, -0.998)
H (-1.991, 2.058, -2.066)
H (-3.023, 3.020, -1.027)
C (2.577, 0.256, -2.570)
H (2.903, 1.141, -3.129)
H (3.068, -0.638, -2.953)


- The highest E belongs to which entry?
  C2H9NO3


- Among the records above, which one has the lowest E?
  C38H58Cl3GeIrN4Si2


- Number 2 is which compound?
  C26H29ClN3PRhS2